Record 1
Entry from OMol25: the molecule C26H32N4O3S (ωB97M-V/def2-TZVPD).

F_max (eV/Å): 0.8
HOMO-LUMO gap (eV): 7.78
Structure (SMILES): CCOc1ccc2[nH]c(=O)c(CN(CCN3CCCC3)C(=S)Nc3ccccc3OC)cc2c1
Energy relative to the best compared isomer or geometry (same formula, charge and spin) (kJ/mol): 115.4
Net charge: 0

Atoms and positions in Å:
S  3.3454  1.1380  -0.7176
O  -0.6147  1.1300  4.5745
O  -4.3146  -1.7178  -1.4290
O  -1.2340  2.7325  0.2726
N  2.3028  0.3918  1.5918
N  2.8623  -2.8245  0.4825
N  -2.2782  0.3703  3.2551
N  1.3123  2.2173  0.5944
C  3.3175  -0.6340  1.7012
C  -4.6143  -0.8741  0.7257
C  -4.4051  -2.6283  -3.6167
C  4.2553  -2.8657  -1.4602
C  -2.7780  -0.1627  2.0956
C  -1.8839  -0.5100  1.0689
C  -3.4953  -2.1037  -2.5177
C  1.5133  4.8453  -2.0143
C  -0.3821  3.4689  -0.5217
C  2.2808  1.2627  0.5495
C  1.4192  0.5442  2.7263
C  -0.0348  0.2564  2.4414
C  -0.4927  -0.2864  1.2919
C  0.1705  5.1199  -2.1739
C  -2.6130  2.9858  0.1763
C  2.1046  -2.3308  -0.6567
C  4.2184  -3.1528  0.0427
C  -4.1495  -0.3551  1.9078
C  2.7858  -2.9803  -1.8543
C  2.7477  -2.0805  1.7066
C  -0.9533  0.6269  3.5170
C  -3.7303  -1.2215  -0.3117
C  -0.7787  4.4390  -1.4241
C  1.9238  3.8823  -1.1070
C  -2.3722  -1.0391  -0.1319
C  0.9882  3.1776  -0.3675
H  3.9974  -0.5110  0.8559
H  -4.8390  -0.0915  2.6963
H  -4.9760  -3.4775  -3.2518
H  -2.8509  4.0180  0.4515
H  4.8993  -3.5556  -2.0017
H  1.4931  1.5557  3.1507
H  3.2683  -2.6567  2.4765
H  2.1634  -1.2378  -0.7619
H  0.1933  -0.5509  0.5001
H  4.6002  -1.8467  -1.6406
H  0.5363  2.0492  1.2221
H  -3.8101  -2.9380  -4.4709
H  -5.0991  -1.8521  -3.9271
H  2.4943  -4.0284  -1.9305
H  3.8817  -0.4610  2.6239
H  -3.0895  2.3034  0.8787
H  2.9715  3.6734  -0.9752
H  4.3912  -4.2184  0.2407
H  -0.1543  5.8695  -2.8794
H  -1.8232  4.6717  -1.5593
H  -2.9273  0.6171  3.9932
H  2.2511  5.3818  -2.5899
H  -2.9882  2.7800  -0.8309
H  1.0560  -2.6266  -0.5490
H  1.7551  -0.1393  3.5113
H  1.6874  -2.0508  1.9739
H  -2.9201  -1.2403  -2.8795
H  -5.6689  -1.0277  0.5630
H  -1.6595  -1.2896  -0.9014
H  2.5563  -2.4730  -2.7891
H  -2.7928  -2.8862  -2.1997
H  4.9801  -2.5827  0.5827

Record 2
Entry from OMol25: a structure of composition C26H32N4O3S at a distorted geometry (ωB97M-V/def2-TZVPD).

F_max (eV/Å): 18.3
HOMO-LUMO gap (eV): 6.73
Energy relative to the best compared isomer or geometry (same formula, charge and spin) (kJ/mol): 2481.0
Net charge: 0

Atoms and positions in Å:
S  -1.8771  2.7332  -0.4999
O  4.4482  -0.9882  0.4301
O  -2.7155  -3.3344  -0.4359
O  -1.5926  -1.6254  -3.0301
N  -1.8963  0.5616  -1.7383
N  -2.7513  0.8635  0.4709
N  -0.3425  -3.3849  -0.5949
N  -2.2307  2.4145  3.7627
C  -2.1989  1.2234  -0.6047
C  -0.2133  -1.0141  0.5983
C  -1.3088  0.4659  -2.9263
C  -0.1281  1.6667  -4.5766
C  -1.4201  -3.0461  -3.6108
C  5.7390  -1.6165  0.1336
C  0.2021  0.8587  -5.4486
C  -3.0436  1.5260  1.6156
C  -0.8421  -0.5684  -3.4011
C  -1.9501  1.4530  2.6002
C  -1.3878  -2.6863  -0.0784
C  2.4472  -0.9080  0.5326
C  -1.3508  -1.3258  0.3252
C  -0.8643  1.8037  -3.4460
C  1.0579  -1.6573  0.3138
C  -2.2780  3.9955  3.4962
C  2.0827  -3.5128  -0.6334
C  -0.3135  -0.4862  -4.6862
C  3.4135  -1.6943  0.1934
C  0.9333  -3.0786  -0.1483
C  6.0188  -1.6416  -1.3978
C  3.3296  -2.9981  -0.4524
C  -0.2234  3.3050  4.6519
C  -2.7082  -0.7926  0.6986
C  -1.3479  2.2839  5.0389
C  -0.8005  4.4469  4.0705
H  -3.9218  0.9990  2.3258
H  -1.2268  1.2841  5.2664
H  -2.2369  -0.2786  -1.6319
H  -0.8705  5.4871  4.2807
H  -0.6556  -4.4888  -0.5889
H  2.4248  0.0735  0.9009
H  0.8759  0.6408  -6.0960
H  -0.3102  -3.1892  -3.8001
H  -0.1130  -1.4596  -5.2463
H  5.7875  -2.7983  0.4416
H  0.0953  3.6985  5.8862
H  -3.1171  -0.8979  1.6445
H  4.1626  -3.6042  -0.5612
H  -2.0255  -3.6460  -2.9454
H  -3.4052  2.3926  1.1637
H  6.5605  -1.0633  0.5902
H  -2.6193  4.3643  2.5395
H  6.1158  -0.7402  -1.7944
H  -0.9169  2.2135  2.1132
H  -1.1397  2.7827  -2.9743
H  -1.9637  -2.7601  -4.7035
H  -0.0476  0.1022  1.1072
H  5.3507  -2.1514  -1.9494
H  -0.2333  4.3949  2.8600
H  0.3792  2.7421  -4.9481
H  7.1140  -2.0497  -1.5787
H  0.5400  2.8868  4.4454
H  -2.9960  4.4683  4.1667
H  1.8196  -4.6314  -1.1187
H  -2.0805  2.6112  5.9613
H  -3.4975  -1.2272  -0.0204
H  -1.7357  0.6024  3.0411

Record 3
Entry from OMol25: a structure of composition C26H32N8O3PPd at a distorted geometry (ωB97M-V/def2-TZVPD).

F_max (eV/Å): 2.5
HOMO-LUMO gap (spin up / spin down) (eV): 8.56 / 6.81
2S+1: 3
Net charge: +1

Atoms and positions in Å:
Pd  -2.0240  -5.2339  16.6736
P  0.6035  -4.4470  14.3370
O  -0.8384  -1.4802  22.5118
O  -3.6892  -6.0532  16.1916
O  -0.1802  -4.2010  15.6325
N  -2.3675  -0.9265  17.4804
N  -3.4305  -1.2908  18.2503
N  -0.6592  -5.3136  18.3401
N  -0.7598  0.0738  24.0365
N  -2.5453  -3.1379  17.6120
N  0.4962  -5.7791  20.0482
N  0.1041  -0.8893  24.3985
N  1.2398  -4.8934  19.3689
C  -0.4778  -4.3304  12.8860
C  1.2829  -5.1627  22.3681
C  2.3787  -5.2560  23.1729
C  -5.6381  -5.5231  17.4133
C  -4.8794  -5.3439  16.1146
C  0.5122  -4.6517  18.3202
C  -2.1873  0.3569  21.9872
C  -3.5539  2.2743  21.5164
C  0.8663  -3.0296  23.3911
C  -5.5975  -5.7646  14.8695
C  -2.5615  1.6483  22.2997
C  -3.5277  -2.6171  18.2760
C  0.5149  -3.9749  22.4372
C  1.9295  -3.2326  14.0809
C  -1.3074  -0.2794  22.9001
C  -1.8367  -2.0675  17.1875
C  1.0226  -6.2711  21.3211
C  2.7759  -4.2578  24.0876
C  -3.7128  0.3326  20.0847
C  -4.3358  -0.3523  18.9189
C  -4.1195  1.6363  20.4346
C  -2.7302  -0.3269  20.8862
C  1.9674  -3.1473  24.2184
C  1.3601  -6.0498  14.3296
C  -0.6841  -5.9699  19.4743
C  0.0881  -1.7947  23.4718
H  2.2762  -2.8730  15.0249
H  0.5917  -6.8185  14.4832
H  -1.1859  -5.1510  12.7998
H  0.3220  -7.0173  21.6716
H  -4.9095  -5.3140  18.2406
H  -5.8209  -6.8058  14.8428
H  -4.6980  0.3613  18.1425
H  2.1070  -2.2901  24.8590
H  -6.5349  -5.1729  14.8583
H  -2.4546  -1.3533  20.7025
H  2.7765  -3.7012  13.6034
H  0.7585  -4.0287  17.4925
H  -5.9914  -6.5430  17.5383
H  -3.7965  3.3287  21.6931
H  -0.9691  -2.1931  16.5401
H  -0.3321  -3.8082  21.7938
H  1.9752  -6.7448  21.0849
H  1.7863  -6.2865  13.3678
H  2.1908  -6.0837  15.0771
H  3.7469  -4.3849  24.5854
H  -2.2268  2.1680  23.2114
H  1.6057  -2.3658  13.4715
H  3.1059  -6.0523  23.0481
H  -5.2093  -0.8843  19.2282
H  -4.6876  -4.2805  15.9934
H  -5.0910  -5.5245  13.9481
H  0.0862  -4.2441  11.9961
H  -4.8178  2.1042  19.7636
H  -1.4797  -6.5430  19.9031
H  -6.5069  -4.8673  17.4635
H  -1.0158  -3.3973  12.9826
H  -4.3245  -3.1353  18.8138

Number 3 is which compound?
C26H32N8O3PPd